[1]
The following is a quantum chemistry calculation of 3 unconnected molecules or ions with the total composition C6H14O2, from the Open Molecules 2025 dataset.

Last columns: bonded neighbours and bond lengths (Å).
Cartesian coordinates (Å):
1 C 2.85794 -0.24549 1.03116  C2 1.530, H7 1.093, H8 1.069, H9 1.102
2 C 1.84817 0.53838 0.18958  C1 1.530, C3 1.462, H10 1.096, H11 1.103
3 C 0.45320 0.27066 0.53669  C2 1.462, C4 1.355, H12 1.109
4 C -0.47641 1.16593 0.95025  C3 1.355, C5 1.469, H13 1.084
5 C -1.89158 0.77266 0.96188  C4 1.469, C6 1.350, H14 1.090
6 C -2.43662 -0.10902 0.09725  C5 1.350, H15 1.075, H16 1.087
7 H 3.81269 -0.33109 0.50520  C1 1.093
8 H 2.47246 -1.11994 1.50945  C1 1.069
9 H 3.10259 0.43104 1.86629  C1 1.102
10 H 1.84318 0.21568 -0.85793  C2 1.096
11 H 2.04422 1.62356 0.20682  C2 1.103
12 H 0.13254 -0.79077 0.53093  C3 1.109
13 H -0.24560 2.22286 1.02077  C4 1.084
14 H -2.46803 1.02504 1.85131  C5 1.090
15 H -1.86688 -0.63122 -0.65038  C6 1.075
16 H -3.48464 -0.37478 0.21231  C6 1.087
17 H -1.33559 1.42091 -1.57940  O19 0.956
18 H -0.84283 2.20981 -2.79273  O19 0.964
19 O -0.95220 1.31537 -2.44881  H17 0.956, H18 0.964
20 H -0.49078 -2.63190 -1.37621  O22 0.973
21 H -0.82886 -3.74770 -0.52245  O22 0.980
22 O -1.24697 -3.22998 -1.24199  H20 0.973, H21 0.980

## Properties
Expectation value of S²: 0.77
2S+1: 2
Strongest force on any atom, hartree/bohr: 0.06358
ΔE to the lowest compared entry with this formula, charge and spin, kcal per mole: 35.0
Net charge: +1
E, Eh: -387.10443

[2]
The following is a quantum chemistry calculation of C7H7FN2O2 in the gas phase, from the Open Molecules 2025 dataset.

Last columns: bonded neighbours and bond lengths (Å).
Cartesian coordinates (Å):
1 C 3.20730 0.06329 -0.73939  C2 1.198, H13 1.050
2 C 2.06931 0.35418 -0.97678  C1 1.198, C3 1.449
3 C 0.71730 0.61927 -1.42561  C2 1.449, O4 1.385, C5 1.522, C7 1.798
4 O 0.48460 0.28065 -2.74785  C3 1.385, H14 0.965
5 C 0.26137 2.04523 -1.15172  C3 1.522, F6 1.368, H15 1.095, H16 1.094
6 F -1.10047 2.14899 -1.22780  C5 1.368
7 C -0.27440 -0.43720 -0.36109  C3 1.798, N8 1.292, N12 1.353
8 N -0.82560 -1.55625 -0.69899  C7 1.292, O9 1.375
9 O -1.45345 -1.96837 0.45263  N8 1.375, C10 1.341
10 C -1.20480 -1.03439 1.38150  O9 1.341, C11 1.475, N12 1.300
11 C -1.75651 -1.15334 2.74460  C10 1.475, H17 1.090, H18 1.087, H19 1.085
12 N -0.46724 -0.06587 0.92585  C7 1.353, C10 1.300
13 H 4.19205 -0.18394 -0.47177  C1 1.050
14 H 0.60709 -0.66849 -2.87548  O4 0.965
15 H 0.67889 2.70757 -1.91763  C5 1.095
16 H 0.56112 2.35687 -0.14667  C5 1.094
17 H -2.64189 -0.52286 2.82946  C11 1.090
18 H -2.03495 -2.18397 2.94720  C11 1.087
19 H -1.01970 -0.80138 3.45955  C11 1.085

## Properties
Strongest force on any atom, hartree/bohr: 0.08204
ΔE to the lowest compared entry with this formula, charge and spin, kcal per mole: 0.0
Net charge: 0
E, Eh: -630.66844
SMILES: C#C[C@](O)(CF)c1noc(C)n1

[3]
The following is a quantum chemistry calculation of 16 unconnected molecules or ions with the total composition C31H21BCl60F2O3P, from the Open Molecules 2025 dataset.

Last columns: bonded neighbours and bond lengths (Å).
Cartesian coordinates (Å):
1 C 4.31791 -3.12045 0.61461  C2 1.214, H24 1.092
2 C 3.60597 -2.37739 -0.02916  C1 1.214, C3 1.517
3 C 2.66985 -1.49763 -0.83684  C2 1.517, C4 1.563, H25 1.113, H26 1.112
4 C 1.96842 -0.36739 -0.01627  C3 1.563, C5 1.557, O13 1.438, C22 1.607
5 C 0.73921 -0.86937 0.79709  C4 1.557, C6 1.579, H27 1.112, H28 1.117
6 C 1.06232 -1.69565 2.10282  C5 1.579, C7 1.564, H29 1.118, H30 1.108
7 C -0.06687 -1.35359 3.12988  C6 1.564, C8 1.440, C12 1.421
8 C -1.42231 -1.42462 2.64972  C7 1.440, C9 1.427, H31 1.108
9 C -2.55776 -1.09752 3.44931  C8 1.427, C10 1.445, H32 1.121
10 C -2.30903 -0.67194 4.80753  C9 1.445, C11 1.422, H33 1.106
11 C -0.97065 -0.62178 5.28426  C10 1.422, C12 1.439, H34 1.111
12 C 0.17101 -0.94742 4.47086  C7 1.421, C11 1.439, H35 1.112
13 O 1.32287 0.49067 -0.97309  C4 1.438, B14 1.457
14 B 1.54332 1.88968 -0.63229  O13 1.457, C15 1.627, P19 1.972, O21 1.471
15 C 1.12139 2.79950 -1.91385  B14 1.627, C16 1.574, H36 1.113, H37 1.110
16 C -0.41607 2.57672 -2.16813  C15 1.574, C17 1.552, F18 1.444, H38 1.111
17 C -1.29707 3.78423 -1.75052  C16 1.552, H39 1.114, H40 1.132, H41 1.113
18 F -0.65474 2.37273 -3.57716  C16 1.444
19 P 0.56306 2.71212 0.86781  B14 1.972, O20 1.529, H42 1.436, H43 1.443
20 O 0.87004 4.20917 0.91046  P19 1.529
21 O 2.93297 1.87688 -0.14996  B14 1.471, C22 1.406
22 C 2.93837 0.72356 0.65483  C4 1.607, O21 1.406, F23 1.431, H44 1.120
23 F 4.33479 0.40982 0.66241  C22 1.431
24 H 4.71721 -3.84886 1.32314  C1 1.092
25 H 1.87474 -2.16176 -1.24391  C3 1.113
26 H 3.25679 -1.06918 -1.67857  C3 1.112
27 H 0.11070 0.00303 1.08170  C5 1.112
28 H 0.11406 -1.48117 0.10269  C5 1.117
29 H 0.89387 -2.77057 1.84769  C6 1.118
30 H 2.07254 -1.51971 2.52276  C6 1.108
31 H -1.61878 -1.72539 1.60186  C8 1.108
32 H -3.57979 -1.16636 2.99396  C9 1.121
33 H -3.19092 -0.40326 5.41853  C10 1.106
34 H -0.82375 -0.27881 6.33058  C11 1.111
35 H 1.20216 -0.87873 4.88249  C12 1.112
36 H 1.63732 2.41879 -2.82372  C15 1.113
37 H 1.26069 3.88357 -1.72038  C15 1.110
38 H -0.80558 1.67597 -1.64729  C16 1.111
39 H -0.89525 4.37134 -0.89371  C17 1.114
40 H -2.33421 3.45248 -1.44052  C17 1.132
41 H -1.44175 4.49830 -2.59187  C17 1.113
42 H 0.98124 2.20636 2.14499  P19 1.436
43 H -0.85756 2.48739 0.74683  P19 1.443
44 H 2.77406 0.92985 1.74338  C22 1.120
45 C 6.97247 -3.57871 -2.49128  Cl46 1.771, Cl47 1.778, Cl48 1.774, Cl49 1.779
46 Cl 6.12393 -2.73505 -3.79716  C45 1.771
47 Cl 7.52657 -5.17066 -3.05842  C45 1.778
48 Cl 8.37554 -2.61836 -1.98515  C45 1.774
49 Cl 5.83912 -3.77918 -1.13521  C45 1.779
50 C -5.15148 4.23644 -3.24687  Cl51 1.774, Cl52 1.772, Cl53 1.768, Cl54 1.773
51 Cl -6.59581 3.20833 -3.19565  C50 1.774
52 Cl -4.65795 4.64632 -1.59540  C50 1.772
53 Cl -3.84442 3.36450 -4.05850  C50 1.768
54 Cl -5.51736 5.72439 -4.13870  C50 1.773
55 C 4.73017 4.53145 -1.86487  Cl56 1.763, Cl57 1.774, Cl58 1.780, Cl59 1.771
56 Cl 3.94947 4.54691 -0.28431  C55 1.763
57 Cl 3.69956 5.36249 -3.04606  C55 1.774
58 Cl 6.29838 5.36693 -1.76520  C55 1.780
59 Cl 4.99270 2.86033 -2.38891  C55 1.771
60 C -5.76210 7.18456 1.42856  Cl61 1.772, Cl62 1.772, Cl63 1.772, Cl64 1.768
61 Cl -6.55827 7.70445 -0.06641  C60 1.772
62 Cl -5.87717 8.47491 2.63812  C60 1.772
63 Cl -6.55775 5.72589 2.04399  C60 1.772
64 Cl -4.06101 6.83287 1.10007  C60 1.768
65 C 8.16130 -0.03912 1.23159  Cl66 1.769, Cl67 1.778, Cl68 1.774, Cl69 1.764
66 Cl 7.80504 1.66937 0.94291  C65 1.769
67 Cl 9.76931 -0.42611 0.57995  C65 1.778
68 Cl 8.14248 -0.36033 2.97641  C65 1.774
69 Cl 6.94464 -1.03711 0.43541  C65 1.764
70 C 3.42803 0.33949 7.46331  Cl71 1.772, Cl72 1.776, Cl73 1.770, Cl74 1.770
71 Cl 4.86316 -0.69929 7.49414  C70 1.772
72 Cl 2.39038 -0.12058 6.09753  C70 1.776
73 Cl 2.51849 0.13887 8.96853  C70 1.770
74 Cl 3.92603 2.02886 7.29082  C70 1.770
75 C 8.25821 0.05732 -6.38219  Cl76 1.774, Cl77 1.773, Cl78 1.768, Cl79 1.770
76 Cl 9.76983 0.98609 -6.37888  C75 1.774
77 Cl 8.32700 -1.17732 -7.65309  C75 1.773
78 Cl 8.03854 -0.72487 -4.81209  C75 1.768
79 Cl 6.89692 1.14511 -6.69253  C75 1.770
80 C 1.37317 -1.71210 -4.99759  Cl81 1.772, Cl82 1.774, Cl83 1.766, Cl84 1.774
81 Cl 0.78979 -1.95527 -6.65350  C80 1.772
82 Cl 3.14154 -1.84813 -4.97013  C80 1.774
83 Cl 0.89234 -0.11095 -4.42930  C80 1.766
84 Cl 0.67224 -2.95096 -3.93801  C80 1.774
85 C -5.30756 -1.35004 -0.15832  Cl86 1.771, Cl87 1.775, Cl88 1.771, Cl89 1.773
86 Cl -5.36832 0.25884 -0.89533  C85 1.771
87 Cl -6.88859 -1.73847 0.54811  C85 1.775
88 Cl -4.90697 -2.55403 -1.39387  C85 1.771
89 Cl -4.07772 -1.36829 1.11817  C85 1.773
90 C -6.99012 -4.09124 4.00069  Cl91 1.769, Cl92 1.771, Cl93 1.772, Cl94 1.773
91 Cl -5.44794 -3.22610 3.95448  C90 1.769
92 Cl -6.99770 -5.34417 2.74974  C90 1.771
93 Cl -7.19609 -4.84339 5.59232  C90 1.772
94 Cl -8.31857 -2.95400 3.71090  C90 1.773
95 C -5.33087 -6.72202 -0.88014  Cl96 1.772, Cl97 1.770, Cl98 1.769, Cl99 1.775
96 Cl -5.96074 -6.98468 -2.51493  C95 1.772
97 Cl -3.57163 -6.91892 -0.88662  C95 1.770
98 Cl -5.73767 -5.08489 -0.34813  C95 1.769
99 Cl -6.05331 -7.90617 0.22771  C95 1.775
100 C -6.06918 1.14279 4.78273  Cl101 1.769, Cl102 1.774, Cl103 1.772, Cl104 1.769
101 Cl -4.92444 2.47954 4.60410  C100 1.769
102 Cl -5.41984 -0.04085 5.93365  C100 1.774
103 Cl -7.61596 1.76296 5.38644  C100 1.772
104 Cl -6.31906 0.36535 3.21368  C100 1.769
105 C -7.92345 1.36765 -6.87404  Cl106 1.768, Cl107 1.772, Cl108 1.773, Cl109 1.773
106 Cl -6.59517 2.18441 -6.04171  C105 1.768
107 Cl -8.33390 -0.12272 -6.00845  C105 1.772
108 Cl -9.33888 2.43390 -6.91579  C105 1.773
109 Cl -7.43554 0.97124 -8.53170  C105 1.773
110 C 3.78427 -0.76427 -8.99609  Cl111 1.771, Cl112 1.772, Cl113 1.768, Cl114 1.773
111 Cl 4.11971 -2.47734 -8.69437  C110 1.771
112 Cl 2.12461 -0.58271 -9.58988  C110 1.772
113 Cl 3.98555 0.14762 -7.49484  C110 1.768
114 Cl 4.91403 -0.14753 -10.21551  C110 1.773
115 C 0.67047 -3.88078 9.57826  Cl116 1.772, Cl117 1.774, Cl118 1.771, Cl119 1.770
116 Cl -0.23660 -5.37840 9.84990  C115 1.772
117 Cl 0.66179 -2.91039 11.06302  C115 1.774
118 Cl 2.34101 -4.27275 9.14122  C115 1.771
119 Cl -0.08341 -2.96560 8.26368  C115 1.770

## Properties
Strongest force on any atom, hartree/bohr: 0.04492
Net charge: -1
E, Eh: -29596.84169

[4]
The following is a quantum chemistry calculation of 2 unconnected molecules or ions with the total composition C2H8NO, from the Open Molecules 2025 dataset.

Last columns: bonded neighbours and bond lengths (Å).
Cartesian coordinates (Å):
1 N 0.60948 1.82834 0.21820  H2 1.027, H3 1.027, H4 1.076, H5 1.025
2 H -0.17234 2.09449 0.82922  N1 1.027
3 H 0.69687 2.49929 -0.55477  N1 1.027
4 H 0.41347 0.83790 -0.15438  N1 1.076
5 H 1.49523 1.86150 0.73361  N1 1.025
6 C -1.40780 -1.07050 0.09226  C7 1.354, H9 1.065, H10 1.081
7 C -0.18936 -1.58028 -0.20604  C6 1.354, O8 1.340, H11 1.076
8 O 0.86452 -0.75355 -0.24185  C7 1.340, H12 0.987
9 H -2.22651 -1.73133 0.25710  C6 1.065
10 H -1.74668 -0.07021 -0.13652  C6 1.081
11 H 0.04212 -2.62991 -0.25030  C7 1.076
12 H 1.62100 -1.28576 -0.58655  O8 0.987

## Properties
Expectation value of S²: 0.75
2S+1: 2
Strongest force on any atom, hartree/bohr: 0.06455
ΔE to the lowest compared entry with this formula, charge and spin, kcal per mole: 7.8
Net charge: +2
E, Eh: -210.21467

[5]
The following is a quantum chemistry calculation of 7 unconnected molecules or ions with the total composition C26H54O7, from the Open Molecules 2025 dataset.

Last columns: bonded neighbours and bond lengths (Å).
Cartesian coordinates (Å):
1 C -0.28827 2.48854 7.80333  C2 1.487, C5 1.493, H6 1.090, H7 1.090
2 C 0.64003 1.50861 7.17956  C1 1.487, C3 1.542, H8 1.090, H9 1.090
3 C 0.56502 0.22393 8.02984  C2 1.542, O4 1.368, H10 1.090, H11 1.090
4 O -0.55899 0.39509 8.78988  C3 1.368, C5 1.461
5 C -0.73356 1.81974 9.06171  C1 1.493, O4 1.461, H12 1.090, H13 1.090
6 H -1.13181 2.75020 7.16454  C1 1.090
7 H 0.13242 3.47465 8.00002  C1 1.090
8 H 1.65897 1.88762 7.25842  C2 1.090
9 H 0.34751 1.37372 6.13825  C2 1.090
10 H 1.34071 0.18965 8.79483  C3 1.090
11 H 0.61154 -0.62607 7.34906  C3 1.090
12 H -0.13561 2.13011 9.91858  C5 1.090
13 H -1.74597 2.10982 9.34274  C5 1.090
14 C 8.09171 1.95588 0.60479  C15 1.476, C18 1.510, H19 1.090, H20 1.090
15 C 7.65512 3.03028 1.51802  C14 1.476, C16 1.524, H21 1.090, H22 1.090
16 C 7.91931 2.50418 2.92387  C15 1.524, O17 1.489, H23 1.090, H24 1.090
17 O 7.21794 1.22685 2.61984  C16 1.489, C18 1.395
18 C 7.55423 0.75729 1.34949  C14 1.510, O17 1.395, H25 1.090, H26 1.090
19 H 9.16213 1.83390 0.43920  C14 1.090
20 H 7.68352 2.10825 -0.39435  C14 1.090
21 H 6.67225 3.47658 1.36677  C15 1.090
22 H 8.24990 3.93757 1.41238  C15 1.090
23 H 7.49223 3.02788 3.77910  C16 1.090
24 H 8.95782 2.31768 3.19741  C16 1.090
25 H 6.66462 0.32916 0.88756  C18 1.090
26 H 8.32063 -0.01641 1.30359  C18 1.090
27 C 6.63601 -4.66024 0.27617  C28 1.524, C31 1.512, H32 1.090, H33 1.090
28 C 6.16469 -4.24209 1.66415  C27 1.524, C29 1.510, H34 1.090, H35 1.090
29 C 5.95676 -2.75285 1.52194  C28 1.510, O30 1.367, H36 1.090, H37 1.090
30 O 6.81571 -2.35994 0.53329  C29 1.367, C31 1.415
31 C 7.37656 -3.43135 -0.20217  C27 1.512, O30 1.415, H38 1.090, H39 1.090
32 H 5.77737 -4.73550 -0.39105  C27 1.090
33 H 7.20897 -5.58058 0.16304  C27 1.090
34 H 6.77265 -4.52126 2.52470  C28 1.090
35 H 5.24058 -4.73483 1.96632  C28 1.090
36 H 6.10027 -2.20903 2.45563  C29 1.090
37 H 4.94218 -2.56215 1.17213  C29 1.090
38 H 8.42741 -3.55177 0.06112  C31 1.090
39 H 7.31519 -3.32042 -1.28477  C31 1.090
40 C 5.24729 5.64578 3.14259  C41 1.459, C44 1.567, H45 1.090, H46 1.090
41 C 4.17455 6.45991 3.70430  C40 1.459, C42 1.595, H47 1.090, H48 1.090
42 C 4.59711 6.67844 5.22640  C41 1.595, O43 1.434, H49 1.090, H50 1.090
43 O 6.01361 6.47472 5.13307  C42 1.434, C44 1.481
44 C 6.54023 6.27813 3.76333  C40 1.567, O43 1.481, H51 1.090, H52 1.090
45 H 5.23206 5.68095 2.05326  C40 1.090
46 H 4.99106 4.64980 3.50382  C40 1.090
47 H 3.22031 5.94282 3.60348  C41 1.090
48 H 4.03656 7.44453 3.25755  C41 1.090
49 H 4.10210 5.90885 5.81871  C42 1.090
50 H 4.27502 7.66727 5.55285  C42 1.090
51 H 7.46150 5.70456 3.66142  C44 1.090
52 H 6.83981 7.23749 3.34150  C44 1.090
53 C 1.21342 -4.09279 3.94448  C54 1.569, C57 1.506, H58 1.090, H59 1.090
54 C 0.93472 -2.94578 4.97882  C53 1.569, C55 1.539, H60 1.090, H61 1.090
55 C 2.26777 -2.70675 5.70933  C54 1.539, O56 1.427, H62 1.090, H63 1.090
56 O 3.23264 -3.17807 4.76887  C55 1.427, C57 1.467
57 C 2.71255 -4.20598 3.86103  C53 1.506, O56 1.467, H64 1.090, H65 1.090
58 H 0.66843 -4.01829 3.00346  C53 1.090
59 H 0.79282 -5.01919 4.33559  C53 1.090
60 H 0.02505 -3.05251 5.56976  C54 1.090
61 H 0.86406 -1.99781 4.44548  C54 1.090
62 H 2.37409 -3.13365 6.70660  C55 1.090
63 H 2.29059 -1.61865 5.76944  C55 1.090
64 H 3.02020 -5.19755 4.19307  C57 1.090
65 H 3.21145 -4.06954 2.90155  C57 1.090
66 C 6.39152 -1.65232 5.70297  C67 1.467, C70 1.592, H71 1.090, H72 1.090
67 C 6.91510 -0.37574 6.20127  C66 1.467, C68 1.518, H73 1.090, H74 1.090
68 C 8.05408 -0.82796 7.09675  C67 1.518, O69 1.444, H75 1.090, H76 1.090
69 O 7.71183 -2.20834 7.34861  C68 1.444, C70 1.402
70 C 6.51939 -2.74977 6.84850  C66 1.592, O69 1.402, H77 1.090, H78 1.090
71 H 7.02384 -1.89582 4.84916  C66 1.090
72 H 5.38410 -1.52428 5.30696  C66 1.090
73 H 6.16639 0.16795 6.77739  C67 1.090
74 H 7.21284 0.37366 5.46789  C67 1.090
75 H 8.20481 -0.16016 7.94494  C68 1.090
76 H 8.96623 -0.86433 6.50113  C68 1.090
77 H 5.70204 -2.82097 7.56612  C70 1.090
78 H 6.63147 -3.74204 6.41156  C70 1.090
79 C 2.63231 1.61829 3.77682  C80 1.577, H82 1.090, H83 1.090, H84 1.090
80 C 4.12985 1.79092 3.31510  C79 1.577, O81 1.424, H85 1.090, H86 1.090
81 O 4.73276 0.50294 3.38926  C80 1.424, H87 0.960
82 H 2.22108 2.62237 3.88086  C79 1.090
83 H 2.53467 1.08323 4.72142  C79 1.090
84 H 2.01950 1.05932 3.06962  C79 1.090
85 H 4.67958 2.51252 3.91941  C80 1.090
86 H 4.28036 2.05598 2.26858  C80 1.090
87 H 5.62225 0.60792 3.04376  O81 0.960

## Properties
Strongest force on any atom, hartree/bohr: 0.09093
ΔE to the lowest compared entry with this formula, charge and spin, kcal per mole: 96.9
Net charge: 0
E, Eh: -1549.49687
SMILES: C1CCOC1.C1CCOC1.C1CCOC1.C1CCOC1.C1CCOC1.C1CCOC1.CCO